Entry 1:
Computed, not measured: a gas-phase ion, C7H11N2 (charge +1), with ωB97M-V/def2-TZVPD.

Geometry as XYZ:
```
20
Properties=species:S:1:pos:R:3:forces:R:3
C 2.130 -0.069 -0.782 -0.12 0.43 -0.84
C 2.124 1.090 0.079 0.35 -0.78 0.40
C 0.941 -0.563 -1.177 0.25 -0.19 -0.01
C 0.925 1.472 0.530 -0.22 1.21 0.41
C -0.337 1.403 -0.236 0.07 -0.84 -0.26
C -0.044 -0.567 1.023 -0.57 -0.17 -0.58
C -0.296 -0.141 -0.444 0.00 0.71 0.25
N -1.355 -0.547 1.710 0.13 0.03 0.16
N -1.577 -0.686 -0.876 0.08 -0.16 -0.15
H 3.068 -0.413 -1.187 0.02 -0.10 -0.16
H 3.054 1.569 0.341 0.12 0.05 0.28
H 0.872 -1.323 -1.939 -0.04 -0.23 0.01
H -1.230 1.682 0.319 -0.08 0.05 0.04
H -0.279 2.010 -1.141 -0.06 -0.01 -0.07
H 0.461 -1.511 1.159 0.33 -0.01 0.34
H -1.409 -1.255 2.442 -0.17 0.14 -0.08
H -1.576 0.370 2.112 0.05 -0.19 0.03
H -1.980 -0.145 -1.633 -0.05 -0.05 0.05
H -2.017 -0.731 0.893 -0.05 0.06 0.30
H -1.476 -1.646 -1.194 -0.05 0.04 -0.12
```
Forces are in eV/Å.

As for the charge: +1. For the highest occupied orbital energy (alpha / beta), the calculation gives -0.4449 / -0.4431 Ha. The frontier orbital gap (alpha / beta) is 8.15 / 7.20 eV. As for the relative energy (zero: lowest compared OMol25 entry of this formula, charge and spin): 141.6 kcal per mole.

What are the Löwdin partial charges on each atom? They are as follows, in elementary charge units:
1. C -0.06
2. C -0.06
3. C -0.01
4. C 0.07
5. C -0.10
6. C -0.01
7. C -0.52
8. N 0.17
9. N 0.08
10. H 0.12
11. H 0.12
12. H 0.12
13. H 0.11
14. H 0.14
15. H 0.13
16. H 0.17
17. H 0.17
18. H 0.12
19. H 0.14
20. H 0.11

=====

Entry 2:
Computed, not measured: 2 unconnected molecules or ions with the total composition C7H11N2, with ωB97M-V/def2-TZVPD.

Geometry as XYZ:
```
20
Properties=species:S:1:pos:R:3:forces:R:3
C 0.821 -1.238 -0.980 2.89 0.48 -0.41
C 2.894 -0.368 0.064 2.77 0.29 2.09
C 3.960 -0.107 0.771 1.46 -1.33 -0.48
C -0.327 -0.314 -1.043 0.56 -0.93 2.31
C -0.473 2.560 -0.649 -1.69 -2.57 0.27
C 0.454 1.887 0.265 -0.36 -1.84 0.19
C -0.088 1.043 -0.568 0.99 1.67 0.74
N 1.917 -0.818 -0.405 -4.08 -1.70 -2.14
N -2.284 -1.651 0.851 -4.92 0.48 -3.83
H 1.057 -2.204 -1.552 -1.35 1.10 1.10
H 4.759 -0.933 0.942 -1.56 1.59 -0.47
H 4.188 0.914 0.993 0.06 0.36 0.55
H -0.716 -0.320 -1.983 -1.18 -0.22 -2.93
H -1.154 -0.829 -0.416 0.45 0.38 -0.14
H -1.549 2.599 -0.413 0.66 1.20 0.02
H -0.035 3.079 -1.436 0.09 1.22 -1.33
H 1.006 1.925 1.170 0.40 0.42 0.55
H -1.764 -1.860 1.593 2.54 -0.91 4.07
H -2.585 -2.572 0.450 0.31 1.12 0.41
H -3.200 -1.198 1.179 1.94 -0.81 -0.54
```
Forces are in eV/Å.

As for the charge: +1. For the highest occupied orbital energy, the calculation gives -0.4641 Ha. The frontier orbital gap is 7.16 eV. As for the relative energy (zero: lowest compared OMol25 entry of this formula, charge and spin): 158.0 kcal per mole.

What are the Löwdin partial charges on each atom? They are as follows, in elementary charge units:
1. C 0.07
2. C -0.08
3. C 0.14
4. C -0.12
5. C -0.04
6. C -0.02
7. C -0.16
8. N 0.16
9. N 0.03
10. H 0.19
11. H 0.14
12. H 0.08
13. H 0.10
14. H 0.12
15. H 0.10
16. H 0.06
17. H 0.09
18. H -0.03
19. H 0.07
20. H 0.10

=====

Entry 3:
Computed, not measured: a gas-phase ion, C7H11N2O2 (charge -1), with ωB97M-V/def2-TZVPD.

Geometry as XYZ:
```
22
Properties=species:S:1:pos:R:3:forces:R:3
C -1.777 1.635 0.023 -0.68 0.31 -0.47
C -2.254 0.226 -0.340 -1.00 0.36 0.48
C -1.018 -0.571 -0.759 1.45 -0.45 3.51
C 1.421 0.524 -0.908 1.15 -3.18 -0.55
C 2.742 0.279 -0.253 1.89 -0.09 1.44
C 0.156 0.203 -0.073 -0.87 2.87 2.26
C 0.353 -0.267 1.395 3.10 -2.94 -0.79
N -0.474 1.576 0.234 -0.02 -1.13 -1.09
N 3.701 1.135 -0.366 0.64 1.61 0.28
O 4.851 1.039 0.301 -1.62 -0.72 -0.91
O -2.475 2.646 0.107 0.02 -0.61 -0.06
H -2.793 -0.036 0.638 0.56 -0.48 -1.66
H -2.928 0.359 -1.192 -0.38 -0.27 0.53
H -0.894 -1.642 -0.400 -0.69 1.20 -0.44
H -0.718 -0.555 -1.747 -0.40 0.12 -2.51
H 1.516 1.505 -1.315 -0.55 0.88 -0.16
H 1.472 -0.177 -1.783 -0.76 0.41 0.23
H 3.055 -0.576 0.369 -0.84 -0.27 -0.15
H -0.021 2.455 0.194 1.07 0.59 0.15
H -0.228 0.137 2.167 -1.84 0.70 0.42
H 1.370 0.087 1.755 -0.81 -0.93 -0.66
H 0.253 -1.437 1.447 0.61 2.04 0.13
```
Forces are in eV/Å.

The SMILES is C[C@@]1(C/C=N/[O-])CCC(=O)N1. As for the charge: -1. For the highest occupied orbital energy, the calculation gives -0.0904 Ha. The frontier orbital gap is 5.67 eV. As for the relative energy (zero: lowest compared OMol25 entry of this formula, charge and spin): 100.0 kcal per mole.

What are the Löwdin partial charges on each atom? They are as follows, in elementary charge units:
1. C -0.54
2. C -0.08
3. C -0.11
4. C -0.15
5. C -0.30
6. C -0.40
7. C -0.05
8. N 0.12
9. N -0.24
10. O -0.37
11. O 0.00
12. H 0.15
13. H 0.11
14. H 0.13
15. H 0.07
16. H 0.09
17. H 0.11
18. H 0.09
19. H 0.14
20. H 0.04
21. H 0.09
22. H 0.11

=====

Entry 4:
Computed, not measured: a gas-phase ion, C7H11N2O2 (charge +1), with ωB97M-V/def2-TZVPD.

Geometry as XYZ:
```
22
Properties=species:S:1:pos:R:3:forces:R:3
C -3.349 -0.541 -0.041 2.42 0.69 -0.29
C -2.034 -0.134 -0.040 -4.02 0.69 -0.17
C -1.352 0.949 -0.024 1.14 1.56 -0.33
C -0.461 -1.703 0.269 0.95 -2.13 1.55
C 0.550 -0.669 0.524 1.42 -2.63 -2.27
C -1.701 2.385 -0.343 -1.48 1.64 -1.59
C 1.788 -0.990 -0.350 0.99 -1.81 -0.37
N -4.402 -0.992 -0.034 -1.86 -0.80 0.08
N 0.098 0.724 0.196 -0.20 0.52 0.57
O -0.564 -2.502 -0.785 0.60 0.98 -1.13
O 0.842 -0.661 1.863 0.27 0.75 0.46
H -0.942 -2.040 1.162 -0.70 -0.26 0.47
H -1.526 3.186 0.399 0.52 -0.90 0.27
H -2.832 2.598 -0.553 2.03 -1.08 0.11
H -1.117 2.736 -1.276 -0.90 -0.71 1.25
H 1.489 -1.003 -1.446 0.66 0.78 1.17
H 2.137 -2.110 -0.254 -0.96 2.11 0.39
H 2.692 -0.406 -0.006 -1.07 -0.21 -0.88
H 0.662 1.081 -0.554 0.34 0.52 -0.60
H 0.360 1.164 1.065 0.26 1.03 0.39
H -0.649 -3.427 -0.554 -0.32 -0.44 0.20
H 0.305 -1.342 2.263 -0.07 -0.30 0.72
```
Forces are in eV/Å.

As for the charge: +1. For the highest occupied orbital energy (alpha / beta), the calculation gives -0.4016 / -0.5400 Ha. The spin multiplicity is 3. The frontier orbital gap (alpha / beta) is 7.15 / 7.93 eV. As for the relative energy (zero: lowest compared OMol25 entry of this formula, charge and spin): 93.0 kcal per mole. As for the expectation value of S²: 2.03.

What are the Löwdin partial charges on each atom? They are as follows, in elementary charge units:
1. C -0.17
2. C 0.06
3. C -0.22
4. C -0.20
5. C -0.56
6. C -0.01
7. C 0.02
8. N 0.23
9. N 0.18
10. O 0.10
11. O 0.09
12. H 0.14
13. H 0.09
14. H 0.14
15. H 0.12
16. H 0.12
17. H 0.14
18. H 0.12
19. H 0.17
20. H 0.19
21. H 0.14
22. H 0.11

=====

Entry 5:
Computed, not measured: a molecular structure, C7H11N2O3S, with ωB97M-V/def2-TZVPD.

Geometry as XYZ:
```
24
Properties=species:S:1:pos:R:3:forces:R:3
C -0.007 -0.044 -0.044 1.17 -0.69 -1.84
C -2.175 1.561 0.531 1.49 -1.58 -0.31
C 0.941 0.663 0.936 1.80 -0.53 -3.10
C 2.430 0.596 0.388 -1.01 0.50 1.63
C 2.565 -0.690 -0.286 -0.73 -1.55 -1.03
C 1.648 -0.800 -1.542 1.79 -1.80 -0.32
C -1.348 -0.268 0.481 -1.12 1.89 -1.45
N 0.279 -0.514 -1.255 -0.45 0.37 2.60
N -3.403 1.446 0.137 -0.23 1.06 0.73
O -1.825 -2.738 -0.393 0.36 -0.70 0.01
O -1.319 2.399 0.794 -1.29 -0.28 0.02
O -3.689 -1.218 0.015 0.28 -0.37 -0.26
S -2.206 -1.366 -0.722 -0.96 0.93 1.21
H 0.685 1.676 0.931 -0.84 1.54 -0.13
H 0.711 0.361 1.911 0.29 -0.92 1.58
H 2.635 1.351 -0.361 -0.27 0.69 0.04
H 3.197 0.693 1.176 -0.43 0.13 -0.08
H 3.556 -0.848 -0.600 1.58 -0.30 -0.56
H 2.353 -1.477 0.441 -0.27 -0.30 -0.19
H 2.059 -0.166 -2.364 -0.27 -0.22 0.48
H 1.827 -1.956 -1.963 -0.96 2.76 0.94
H -1.207 -0.793 1.420 -0.66 0.06 0.42
H -3.827 -0.247 0.171 0.06 0.28 -0.18
H -3.881 2.380 0.199 0.67 -0.97 -0.18
```
Forces are in eV/Å.

As for the charge: -1. For the highest occupied orbital energy, the calculation gives -0.1629 Ha. The frontier orbital gap is 7.91 eV. As for the relative energy (zero: lowest compared OMol25 entry of this formula, charge and spin): 1.2 kcal per mole.

What are the Löwdin partial charges on each atom? They are as follows, in elementary charge units:
1. C -0.34
2. C -0.51
3. C -0.09
4. C -0.19
5. C -0.26
6. C -0.25
7. C -0.26
8. N 0.02
9. N 0.02
10. O -0.52
11. O -0.04
12. O -0.38
13. S 0.85
14. H 0.07
15. H 0.10
16. H 0.11
17. H 0.11
18. H 0.08
19. H 0.12
20. H 0.10
21. H 0.15
22. H 0.10
23. H -0.03
24. H 0.06

=====

Entry 6:
Computed, not measured: a gas-phase ion, C7H11N2O4 (charge -1), with ωB97M-V/def2-TZVPD.

Geometry as XYZ:
```
24
Properties=species:S:1:pos:R:3:forces:R:3
C -1.865 -2.457 3.365 -0.75 -0.35 0.37
C -0.559 0.795 2.062 0.79 2.38 0.40
C -0.335 -0.321 3.140 0.57 0.78 -0.49
C 0.037 0.588 0.607 -0.81 1.87 1.25
C -0.822 -1.732 2.758 2.42 1.31 -3.39
C -0.868 -0.287 -0.163 -1.26 0.65 0.57
C 0.861 -0.288 -3.322 -1.00 -1.76 1.27
N -0.503 -0.546 -1.505 0.16 0.10 -1.30
N -0.316 0.122 -4.023 -1.60 1.82 -0.23
O -0.611 -2.766 3.758 -0.77 -1.20 1.95
O -2.994 -2.753 3.612 0.69 -0.07 0.07
O -0.211 -1.510 -0.542 0.82 -2.19 0.23
O 0.785 0.056 -1.938 0.13 0.13 -0.14
H -1.566 1.137 2.160 -1.31 -0.54 -0.95
H -0.152 1.805 2.456 0.46 -1.63 -0.06
H 0.813 -0.393 3.150 -1.53 -0.14 0.84
H -0.847 0.075 4.109 1.30 -1.04 -1.42
H 0.195 1.569 -0.010 -0.29 -1.40 1.51
H 0.988 0.164 0.879 1.07 -0.33 -0.63
H -0.353 -2.188 1.795 -1.30 1.52 1.18
H 0.945 -1.446 -3.371 0.05 1.77 -0.32
H 1.704 0.202 -3.763 0.84 0.19 0.15
H -0.708 1.052 -3.571 1.05 -2.73 -1.13
H -1.029 -0.610 -3.929 0.27 0.86 0.26
```
Forces are in eV/Å.

As for the charge: -1. For the highest occupied orbital energy, the calculation gives -0.0862 Ha. The frontier orbital gap is 5.87 eV. As for the relative energy (zero: lowest compared OMol25 entry of this formula, charge and spin): 189.4 kcal per mole.

What are the Löwdin partial charges on each atom? They are as follows, in elementary charge units:
1. C -0.44
2. C -0.25
3. C -0.13
4. C -0.24
5. C -0.17
6. C -0.37
7. C -0.36
8. N -0.11
9. N -0.04
10. O 0.09
11. O 0.13
12. O -0.15
13. O -0.17
14. H 0.07
15. H 0.11
16. H 0.13
17. H 0.14
18. H 0.13
19. H 0.08
20. H 0.18
21. H 0.13
22. H 0.08
23. H 0.12
24. H 0.05

=====

- Which value of charge does entry 4 give?
  +1